#a
Entry from the Open Molecules 2025 dataset: 4 unconnected molecules or ions with the total composition CH10N2O3 (the ωB97M-V functional and the def2-TZVPD basis).

Element x y z (Å)
H 1.186 2.100 0.934
H -1.125 -1.374 -2.552
H 0.435 -2.958 -1.312
H -0.262 3.781 0.556
H -1.356 0.249 -0.308
O -0.007 2.892 0.702
O 1.897 1.241 0.928
N -0.120 -2.063 0.514
O -1.274 0.588 0.677
N -0.980 -1.180 -1.553
H 1.058 -1.185 -1.027
H 2.671 1.597 1.329
H -0.946 1.558 0.772
H -1.228 -2.266 0.437
H -0.100 -1.084 0.864
C 0.150 -1.896 -0.960

Properties
- 2S+1 = 1
- total charge = 0
- lowest unoccupied orbital energy (hartree) = -0.193
- Kohn-Sham gap (eV) = 3.46

=====

#b
Entry from the Open Molecules 2025 dataset: 4 unconnected molecules or ions with the total composition CH10N2O3 (the ωB97M-V functional and the def2-TZVPD basis).

Element x y z (Å)
H -1.167 1.917 1.492
H 1.164 0.383 -1.718
N 1.231 -0.295 1.427
H 0.213 -0.715 -1.282
O -0.570 1.872 0.772
H 0.531 0.235 0.836
H 0.353 -3.012 0.050
C 1.059 -1.653 1.405
H 1.770 0.257 2.181
H -1.722 1.928 -2.116
H -1.000 1.885 -0.082
H 1.381 -2.150 2.330
N 0.473 -2.077 0.351
H -1.374 0.570 -1.480
O -2.040 1.319 -1.464
O 0.306 -0.038 -1.944

Properties
- 2S+1 = 1
- total charge = 0
- lowest unoccupied orbital energy (hartree) = 0.033
- Kohn-Sham gap (eV) = 10.05

=====

What should be chosen as the least stable of them? Choose #a.

=====

#a
Entry from the Open Molecules 2025 dataset: CH4N2S2 in the gas phase (the ωB97M-V functional and the def2-TZVPD basis).

Element x y z (Å)
H 0.881 -1.213 -0.206
C -0.462 0.342 -0.161
N -1.515 -0.551 -0.106
S 2.219 0.669 -0.217
H -2.451 -0.153 -0.184
N 0.785 -0.219 -0.085
H 2.486 0.731 1.164
H -1.318 -1.554 -0.086
S -0.625 1.946 -0.118

Properties
- 2S+1 = 1
- total charge = 0
- lowest unoccupied orbital energy (hartree) = 0.018
- Kohn-Sham gap (eV) = 8.67

=====

#b
Entry from the Open Molecules 2025 dataset: CH4N2S2 in the gas phase (the ωB97M-V functional and the def2-TZVPD basis).

Element x y z (Å)
N 0.191 -0.389 0.259
S 2.058 -2.086 1.518
S 1.785 -0.210 0.834
H -1.671 0.622 0.687
H -0.869 0.113 -1.498
H 2.322 -3.051 0.454
H -0.374 1.767 1.056
N -0.163 0.561 -0.855
C -0.673 0.791 0.486

Properties
- 2S+1 = 1
- total charge = 0
- lowest unoccupied orbital energy (hartree) = 0.019
- Kohn-Sham gap (eV) = 9.57

=====

What should be chosen as the least stable of them? Choose #b.

=====

#a
Entry from the Open Molecules 2025 dataset: C2H4O2S2 in the gas phase (the ωB97M-V functional and the def2-TZVPD basis).

Element x y z (Å)
S -0.286 -1.569 -0.271
O -1.237 -2.468 -0.883
S -0.095 1.634 1.511
C 0.549 0.993 -0.121
O 1.003 -2.009 0.183
H 1.481 0.545 -0.055
C -0.372 0.088 -0.800
H -1.465 0.289 -1.134
H -0.288 0.446 2.234
H 0.710 2.051 -0.664

Properties
- 2S+1 = 1
- total charge = 0
- lowest unoccupied orbital energy (spin up / spin down) (hartree) = -0.052 / -0.052
- Kohn-Sham gap (spin up / spin down) (eV) = 7.83 / 7.83

=====

#b
Entry from the Open Molecules 2025 dataset: a molecular structure, C2H4O2S2 (the ωB97M-V functional and the def2-TZVPD basis).

Element x y z (Å)
C -1.015 0.656 0.057
S 0.459 -0.540 1.980
H 1.905 -0.748 -0.527
O -0.645 -1.655 -1.279
O 1.254 -0.059 -1.023
S -0.278 -0.264 -1.443
H 1.455 0.534 1.668
H -0.308 1.549 0.042
H -1.983 0.930 -0.358
C -0.843 -0.403 0.883

Properties
- 2S+1 = 1
- total charge = 0
- lowest unoccupied orbital energy (hartree) = -0.018
- Kohn-Sham gap (eV) = 7.95

=====

What should be chosen as the least stable of them? Choose #b.

=====

#a
Entry from the Open Molecules 2025 dataset: 2 unconnected molecules or ions with the total composition C4H8ClNO (the ωB97M-V functional and the def2-TZVPD basis).

Element x y z (Å)
H -0.820 -1.892 0.487
N 1.396 -0.099 0.952
H -2.784 1.128 -0.069
H 0.252 -1.392 -0.990
C 2.190 0.164 0.095
C -1.030 0.095 -0.342
O -0.279 0.975 -1.084
H -2.366 -0.084 1.168
H 1.975 1.082 -0.411
H -1.303 1.587 1.098
H 0.059 0.511 -1.865
C -0.716 -1.259 -0.438
H 1.579 -1.212 1.189
Cl 3.834 -0.407 -0.393
C -1.988 0.803 0.603

Properties
- 2S+1 = 1
- total charge = 0
- lowest unoccupied orbital energy (hartree) = 0.027
- Kohn-Sham gap (eV) = 9.36

=====

#b
Entry from the Open Molecules 2025 dataset: C4H8ClNO in the gas phase (the ωB97M-V functional and the def2-TZVPD basis).

Element x y z (Å)
C -2.154 -0.315 0.651
H -2.702 -0.629 -0.144
H -2.819 0.365 1.223
H 1.836 1.182 0.737
C 1.157 0.190 -0.956
H 0.884 1.175 -1.274
O -0.838 1.627 0.336
N -0.159 -0.260 -0.734
H 1.611 -0.418 -1.809
C 1.889 0.237 0.338
H -1.998 -1.072 1.362
H 1.648 -0.450 1.107
Cl -0.268 -1.962 -0.916
H 2.926 -0.129 0.081
C -1.011 0.460 -0.004

Properties
- 2S+1 = 1
- total charge = 0
- lowest unoccupied orbital energy (hartree) = 0.021
- Kohn-Sham gap (eV) = 10.12

=====

#c
Entry from the Open Molecules 2025 dataset: 2 unconnected molecules or ions with the total composition C4H8ClNO (the ωB97M-V functional and the def2-TZVPD basis).

Element x y z (Å)
C -0.712 -1.227 -0.851
H -0.875 -2.085 -0.216
C -0.228 0.011 -0.241
O 0.336 2.351 -0.058
H 0.779 0.264 2.256
C -0.697 1.400 -0.140
H 1.050 -0.352 -1.978
H 0.859 2.175 0.730
N 0.170 -0.541 2.088
H -1.390 1.493 0.710
C 0.718 -0.763 -1.032
H -1.418 -1.158 -1.670
H -1.261 1.654 -1.051
H 1.493 -1.331 -0.523
Cl 1.177 -1.892 1.976

Properties
- 2S+1 = 1
- total charge = 0
- lowest unoccupied orbital energy (spin up / spin down) (hartree) = -0.004 / -0.015
- Kohn-Sham gap (spin up / spin down) (eV) = 8.81 / 7.83

=====

What should be chosen as the least stable of them? Choose #c.

=====

#a
Entry from the Open Molecules 2025 dataset: C14H20ClNO2 in the gas phase (the ωB97M-V functional and the def2-TZVPD basis).

Element x y z (Å)
C -2.734 1.270 0.297
H -3.323 1.729 2.312
C 4.056 -0.696 -0.031
H -1.594 -2.128 1.163
C -0.209 -0.621 0.496
H -0.409 -2.698 -0.023
C 5.262 1.765 -0.489
H 5.727 2.723 -0.663
H -2.811 -1.636 -1.403
H -0.815 -0.770 -1.569
C -3.284 -0.890 -0.760
C -4.591 -0.442 -1.414
H -4.108 0.289 1.671
C 6.001 0.597 -0.600
N -2.361 0.215 -0.624
C 3.927 1.696 -0.150
H -3.517 -1.380 0.199
H 3.330 2.589 -0.048
O 1.335 1.543 0.859
C 5.402 -0.626 -0.366
O 1.196 -0.596 0.205
H -5.202 -1.311 -1.647
H -5.157 0.208 -0.754
C 1.850 0.537 0.429
H -2.420 0.220 2.185
H -3.555 1.837 -0.157
H -0.382 0.046 1.349
H 0.081 -2.411 1.648
H -1.878 1.942 0.381
H -4.378 0.096 -2.334
C -3.172 0.841 1.703
C 3.297 0.471 0.075
H 7.047 0.637 -0.865
H -0.458 0.871 -1.014
C -0.560 -2.059 0.843
H 5.972 -1.539 -0.439
Cl 3.394 -2.254 0.277
C -0.959 -0.066 -0.744

Properties
- 2S+1 = 1
- total charge = 0
- lowest unoccupied orbital energy (hartree) = 0.018
- Kohn-Sham gap (eV) = 8.56

=====

#b
Entry from the Open Molecules 2025 dataset: C14H20ClNO2 in the gas phase (the ωB97M-V functional and the def2-TZVPD basis).

Element x y z (Å)
C 0.901 0.421 -0.138
H -3.616 2.579 -0.510
H -4.961 0.084 -1.651
C 3.160 -2.594 -0.283
H -0.870 1.955 1.753
H -2.241 -1.268 -0.723
H 3.061 -3.664 -0.380
H -1.439 1.118 -0.463
C -5.118 -2.219 -0.021
C -2.491 -0.676 0.174
C -4.871 -0.868 0.662
O -0.144 -0.273 0.326
H -2.592 1.520 1.743
Cl 3.608 1.855 0.146
C 2.137 -0.412 -0.132
H -5.968 -2.715 0.441
C 2.033 -1.797 -0.250
H -1.409 0.449 2.514
C -1.579 1.133 1.686
H -4.248 -2.863 0.074
H -4.642 -1.039 1.719
H -2.455 -1.343 1.039
H -5.333 -2.085 -1.079
H -5.782 -0.265 0.614
C 4.541 -0.644 -0.065
N -3.800 -0.069 0.106
H -3.259 0.509 -1.834
O 0.834 1.558 -0.529
C -4.116 0.579 -1.158
C 4.416 -2.014 -0.193
C 3.408 0.158 -0.039
C -4.463 2.051 -0.938
H 5.302 -2.631 -0.219
H 5.513 -0.183 0.014
H 1.049 -2.236 -0.321
H -5.304 2.140 -0.256
H -4.728 2.520 -1.883
C -1.411 0.398 0.364

Properties
- 2S+1 = 1
- total charge = 0
- lowest unoccupied orbital energy (hartree) = 0.021
- Kohn-Sham gap (eV) = 8.97

=====

What should be chosen as the least stable of them? Choose #a.

=====

#a
Entry from the Open Molecules 2025 dataset: C9H9N in the gas phase (the ωB97M-V functional and the def2-TZVPD basis).

Element x y z (Å)
C -2.090 -0.963 0.527
C -2.810 0.190 0.116
H -0.262 2.288 -0.564
N 2.329 0.896 1.049
H 2.992 1.802 -1.004
H 1.347 -1.665 -1.170
H -2.762 2.108 -0.575
C 2.100 -1.248 -0.359
C -0.692 1.355 -0.236
C -0.063 0.184 0.229
H 3.179 -1.035 -0.599
H -3.855 0.236 0.452
H -0.127 -1.887 0.683
H -2.658 -1.848 0.851
C 2.397 1.206 -0.167
C 1.480 0.107 0.071
C -0.736 -0.989 0.541
H 2.307 -2.045 0.367
C -2.075 1.309 -0.211

Properties
- 2S+1 = 1
- total charge = 0
- lowest unoccupied orbital energy (hartree) = 0.036
- Kohn-Sham gap (eV) = 9.84

=====

#b
Entry from the Open Molecules 2025 dataset: a molecular structure, C9H9N (the ωB97M-V functional and the def2-TZVPD basis).

Element x y z (Å)
H -2.063 -3.120 0.364
C 0.351 0.630 -1.100
C 2.388 0.964 0.418
N -0.444 -0.441 -1.462
C 0.963 0.726 0.221
H 0.237 0.414 2.203
H 2.635 1.073 1.471
H 3.143 0.281 0.021
C -1.569 -2.455 -0.331
H 2.651 1.909 0.058
H -2.184 0.010 1.093
C -1.354 0.553 0.666
H 0.398 -1.903 0.491
C -0.623 1.678 -1.559
H -0.751 2.782 -1.491
C -0.383 -1.966 -0.211
C -0.084 0.580 1.199
H -2.139 -2.297 -1.216
C -1.171 0.581 -0.836

Properties
- 2S+1 = 1
- total charge = 0
- lowest unoccupied orbital energy (spin up / spin down) (hartree) = -0.027 / -0.027
- Kohn-Sham gap (spin up / spin down) (eV) = 5.29 / 5.29

=====

What should be chosen as the least stable of them? Choose #b.

=====

#a
Entry from the Open Molecules 2025 dataset: a molecular structure, C21H36N2O5 (the ωB97M-V functional and the def2-TZVPD basis).

Element x y z (Å)
H -2.532 0.297 2.848
H -4.885 -3.857 0.007
H 0.627 3.477 -4.932
N 1.963 -0.189 -0.342
H 0.728 0.532 1.697
H 1.446 -0.007 -3.848
C -1.747 -0.906 4.815
H -2.189 -1.539 1.180
H -2.868 -1.184 -1.240
C 3.154 -2.100 0.207
H 3.621 2.977 -4.709
C -0.433 -0.290 4.348
H 3.747 2.817 -2.962
C -3.859 -0.893 -0.866
H -4.302 -0.210 -1.590
C -4.198 -3.012 0.060
O -2.468 -1.555 3.793
C 1.089 0.499 -1.111
C 3.060 3.053 -3.777
C 0.965 2.442 -4.990
C 3.363 -0.973 1.258
H -1.519 -1.654 5.577
H 4.198 -0.964 1.951
C 1.478 1.954 -1.405
C 1.720 -1.529 0.189
H -3.058 0.630 0.429
H 2.972 0.400 -3.046
H -4.707 0.133 0.812
H 2.967 1.174 0.967
C 0.825 2.849 -0.366
H 4.005 0.441 -0.290
C 3.161 0.274 0.381
H -3.666 -3.268 2.138
H 1.131 2.588 0.649
C 1.101 -0.204 2.417
C -3.095 -0.644 2.892
H 2.725 4.085 -3.660
O 0.141 0.556 5.008
C -4.074 -2.495 1.482
H 1.503 2.301 -5.928
H 1.727 0.333 3.131
C 2.307 0.660 -3.874
H 3.222 -3.098 0.633
H 0.867 -2.016 -0.267
O -4.711 -2.026 -0.814
H -4.101 -0.412 3.269
H 2.857 0.489 -4.801
H -2.332 -0.111 5.286
H 0.088 1.794 -4.984
N -0.004 -0.767 3.160
O 0.047 0.011 -1.515
C 1.857 2.114 -3.805
H -0.611 -1.432 2.704
H 1.869 -2.202 2.287
H 2.568 2.056 -1.342
H 3.717 -2.040 -0.724
H -0.259 2.753 -0.439
C -3.198 -1.247 1.510
C -3.724 -0.235 0.497
H -5.074 -2.247 1.856
O 1.012 2.363 -2.663
H -3.215 -3.352 -0.303
H 1.096 3.887 -0.556
C 1.906 -1.277 1.712

Properties
- 2S+1 = 1
- total charge = 0
- lowest unoccupied orbital energy (hartree) = 0.021
- Kohn-Sham gap (eV) = 9.90

=====

#b
Entry from the Open Molecules 2025 dataset: a molecular structure, C21H36N2O5 (the ωB97M-V functional and the def2-TZVPD basis).

Element x y z (Å)
C -1.726 -0.835 -3.994
C -3.163 -1.436 1.793
C -1.121 -1.484 2.353
H 1.094 -2.548 -0.870
H 2.997 0.113 5.176
H 0.867 5.629 1.714
H -2.279 -3.497 2.432
C 0.371 -1.678 2.197
H -2.333 0.291 -5.735
C 1.874 3.753 2.127
H 3.260 2.871 -0.137
H 0.671 -1.502 1.158
C -2.117 -2.578 1.876
H 2.861 4.225 2.095
H -0.122 4.184 1.431
O -0.476 -0.905 -3.284
C 1.966 2.358 1.513
H 0.909 0.175 3.072
C 0.986 -2.016 -1.817
C -0.456 -1.591 -2.061
H -3.976 -1.535 1.075
O 2.641 1.301 3.570
H -1.227 -2.557 -5.197
C -1.453 0.171 -5.102
H -2.515 -3.202 -0.201
H -0.621 -0.170 -5.718
H 4.176 -0.081 3.872
O 2.831 -2.244 3.526
H 2.195 1.492 -0.462
H -0.799 -3.272 0.252
C 3.001 1.489 2.200
C 1.241 3.404 -0.638
H -2.598 0.614 -2.644
H 0.654 -2.702 2.448
H -2.271 -2.943 -3.817
C 3.118 0.080 4.093
C 0.891 4.606 1.341
H -1.359 -1.205 3.380
O -0.625 0.505 -0.874
H 1.616 -1.127 -1.795
C -1.929 -0.625 1.350
H 0.987 1.869 1.622
C -1.734 -2.724 0.393
C -2.861 -0.339 -3.102
C 2.352 -1.126 3.540
H -1.192 1.136 -4.668
N -1.595 -1.289 0.086
H 1.320 -2.665 -2.625
H 1.477 3.566 -1.689
H -1.884 0.456 1.285
O 1.247 4.687 -0.026
N 1.116 -0.813 3.085
C -2.060 -2.201 -4.589
C -0.898 -0.685 -0.903
H 3.993 1.954 2.147
H 3.058 0.519 1.691
H 0.240 2.961 -0.575
H -3.528 -1.134 2.772
H -2.946 -2.128 -5.221
H -3.761 -0.207 -3.704
C 2.251 2.473 0.016
H -3.099 -1.055 -2.312
H -1.102 -2.475 -2.095
H 1.567 3.694 3.173

Properties
- 2S+1 = 1
- total charge = 0
- lowest unoccupied orbital energy (hartree) = 0.021
- Kohn-Sham gap (eV) = 9.94

=====

What should be chosen as the least stable of them? Choose #a.

=====

#a
Entry from the Open Molecules 2025 dataset: a gas-phase ion, C5H6N (charge +1) (the ωB97M-V functional and the def2-TZVPD basis).

Element x y z (Å)
C 0.192 0.498 -0.287
C -2.214 0.041 1.829
H 2.488 -1.596 -0.843
C -0.641 1.595 0.395
C 1.617 -1.350 -1.294
H -0.025 2.323 0.954
C -1.477 0.782 1.252
H -2.437 -0.656 2.571
N 0.863 -0.345 -0.734
H -1.286 2.196 -0.268
H 1.190 -2.384 -1.258
H 1.729 -1.104 -2.317

Properties
- 2S+1 = 3
- total charge = +1
- lowest unoccupied orbital energy (spin up / spin down) (hartree) = -0.137 / -0.291
- Kohn-Sham gap (spin up / spin down) (eV) = 5.95 / 7.96

=====

#b
Entry from the Open Molecules 2025 dataset: a gas-phase ion, C5H6N (charge +1) (the ωB97M-V functional and the def2-TZVPD basis).

Element x y z (Å)
H -0.797 -2.738 -1.219
C -0.403 -0.023 0.043
H 0.101 3.195 1.334
H 2.361 2.319 -0.761
H 0.182 -2.913 0.244
C 0.317 1.204 -0.077
C 0.348 2.438 0.557
H -1.515 -2.391 0.252
N -0.068 -1.109 -0.533
H -1.291 0.234 0.659
C 1.400 2.124 -0.235
C -0.633 -2.340 -0.263

Properties
- 2S+1 = 3
- total charge = +1
- lowest unoccupied orbital energy (spin up / spin down) (hartree) = -0.138 / -0.288
- Kohn-Sham gap (spin up / spin down) (eV) = 8.54 / 8.12

=====

What should be chosen as the least stable of them? Choose #a.